{
  "formula": "C12H15N2O3",
  "method": "ωB97M-V/def2-TZVPD",
  "elements": ["O", "O", "O", "N", "N", "C", "C", "C", "C", "C", "C", "C", "C", "C", "C", "C", "C", "H", "H", "H", "H", "H", "H", "H", "H", "H", "H", "H", "H", "H", "H", "H"],
  "xyz": [[2.6771, -2.2610, 0.2321], [-0.1483, 3.0442, -1.6981], [-1.1429, 3.5131, 0.1459], [-0.3350, 2.8840, -0.5078], [2.9326, -0.3174, -0.8778], [-4.1021, -0.7316, 0.0813], [2.2390, -1.1388, -0.0562], [0.4789, 1.8657, 0.1894], [4.3545, -0.4732, -1.0792], [-3.3589, -1.1009, -1.0419], [0.5245, -1.1849, 1.8160], [-2.1374, 0.3237, 1.0192], [-3.4881, -0.0170, 1.1090], [-1.3892, -0.0252, -0.1108], [0.0872, 0.2946, -0.2485], [-2.0178, -0.7375, -1.1408], [0.9560, -0.6570, 0.4921], [-0.3996, -1.7793, 1.7184], [1.2939, -1.8319, 2.2501], [-1.4411, -1.0198, -2.0249], [0.2988, -0.3691, 2.5190], [1.5217, 2.0490, -0.0941], [4.8992, -0.4095, -0.1261], [-4.0641, 0.2906, 1.9833], [-1.6744, 0.8642, 1.8463], [4.7038, 0.3270, -1.7402], [-3.8276, -1.6663, -1.8491], [4.5817, -1.4444, -1.5418], [0.3108, 0.2591, -1.3224], [0.3525, 2.0186, 1.2637], [-5.1557, -1.0060, 0.1562], [2.4700, 0.4368, -1.3625]],
  "nbo_charge": [-0.614, -0.385, -0.365, 0.523, -0.620, -0.207, 0.588, -0.279, -0.409, -0.204, -0.681, -0.152, -0.222, -0.057, -0.285, -0.196, 0.079, 0.239, 0.255, 0.214, 0.216, 0.227, 0.203, 0.218, 0.203, 0.204, 0.219, 0.213, 0.232, 0.228, 0.219, 0.393],
  "de_lowest_kcal_mol": 0.00,
  "spin_multiplicity": 2,
  "s2": 0.756,
  "lumo_ev": [0.125, -0.847],
  "gap_ev": [8.50, 8.70]
}